[1]
Entry from OMol25: a structure of composition C38H45AsBrCoN2O3SSi at a distorted geometry (ωB97M-V with the def2-TZVPD basis set).

Structure (ORCA input):
```
! wB97M-V def2-TZVPD RIJCOSX def2/J DEFGRID3
* xyz -1 2
Co 1.582 0.819 0.225
O 6.977 3.003 -0.705
C 5.696 2.531 -0.810
C 5.400 1.208 -1.150
C 4.090 0.807 -1.216
N 3.026 1.597 -0.914
C 3.344 2.893 -0.697
Br 1.882 4.092 -0.611
C 4.617 3.402 -0.625
H 7.586 2.257 -0.757
H 6.184 0.502 -1.392
H 3.846 -0.189 -1.552
H 4.799 4.448 -0.450
O 0.469 -1.582 0.219
N -0.664 -0.734 -0.173
O -0.220 0.461 -0.305
C 1.686 -1.606 -2.394
Si 1.200 -2.601 -0.823
C -0.041 -3.983 -1.402
C -1.223 -3.307 -2.111
C -0.607 -4.762 -0.212
C 0.616 -4.971 -2.371
C 2.761 -3.130 0.223
C 2.419 -4.208 1.254
C 3.287 -1.914 0.992
C 3.864 -3.655 -0.697
H 2.635 -1.883 -2.847
H 1.715 -0.548 -2.129
H 0.915 -1.709 -3.152
H -1.647 -2.523 -1.487
H -2.003 -4.038 -2.332
H -0.915 -2.861 -3.054
H -1.027 -4.076 0.520
H 0.167 -5.355 0.266
H -1.393 -5.448 -0.537
H 1.089 -4.451 -3.202
H -0.131 -5.649 -2.784
H 1.369 -5.573 -1.864
H 1.597 -3.874 1.880
H 3.273 -4.427 1.897
H 2.130 -5.136 0.769
H 2.527 -1.534 1.673
H 3.559 -1.110 0.310
H 4.170 -2.171 1.581
H 3.531 -4.540 -1.235
H 4.756 -3.921 -0.130
H 4.147 -2.902 -1.427
S 1.922 2.045 2.054
C 1.245 1.410 3.516
C 0.788 0.098 3.638
C 0.353 -0.371 4.860
C 0.346 0.459 5.971
C 0.761 1.777 5.846
C 1.209 2.250 4.631
H 0.776 -0.532 2.757
H 0.021 -1.396 4.962
H 0.020 0.087 6.933
H 0.731 2.431 6.709
H 1.545 3.270 4.519
C -5.365 5.773 -0.948
C -5.424 4.685 -1.800
C -4.467 3.687 -1.726
C -3.441 3.745 -0.794
C -3.396 4.847 0.055
C -4.343 5.851 -0.016
As -1.901 2.485 -0.686
C -2.478 1.638 0.985
C -2.078 2.292 2.147
C -2.401 1.791 3.394
C -3.126 0.615 3.495
C -3.492 -0.064 2.347
C -3.158 0.436 1.101
C -2.428 1.237 -2.101
C -1.461 1.063 -3.087
C -1.676 0.232 -4.170
C -2.875 -0.451 -4.283
C -3.848 -0.291 -3.311
C -3.629 0.554 -2.235
H -6.103 6.561 -1.018
H -6.219 4.609 -2.531
H -4.515 2.852 -2.415
H -2.587 4.912 0.773
H -4.279 6.700 0.650
H -1.481 3.195 2.060
H -2.067 2.303 4.287
H -3.393 0.223 4.468
H -4.037 -0.996 2.424
H -3.399 -0.140 0.220
H -0.523 1.599 -2.985
H -0.914 0.121 -4.931
H -3.053 -1.106 -5.126
H -4.788 -0.823 -3.394
H -4.416 0.689 -1.501
*
```

Calculated values
energy	-8690.42164	Eh
<S²>	0.89
HOMO-LUMO gap (alpha / beta)	4.91 / 4.28	eV



[2]
Entry from OMol25: the molecule C4H4O3 at a distorted geometry (ωB97M-V with the def2-TZVPD basis set).

Structure (ORCA input):
```
! wB97M-V def2-TZVPD RIJCOSX def2/J DEFGRID3
* xyz 0 1
C -1.523 -1.104 0.000
O -0.193 -0.602 0.000
C -0.075 0.737 0.000
O -1.005 1.498 0.000
C 1.336 1.151 0.000
C 2.316 0.295 0.000
O 3.174 -0.476 0.000
H -2.057 -0.764 0.889
H -1.435 -2.187 -0.003
H -2.059 -0.759 -0.886
H 1.520 2.211 0.001
*
```

Calculated values
energy	-380.52303	Eh
energy relative to the best compared isomer or geometry (same formula, charge and spin)	63.01	kJ/mol
HOMO-LUMO gap	10.63	eV



[3]
Entry from OMol25: the molecule C12H24N2O3 at a distorted geometry (ωB97M-V with the def2-TZVPD basis set).

Structure (ORCA input):
```
! wB97M-V def2-TZVPD RIJCOSX def2/J DEFGRID3
* xyz 0 1
C 2.931 -1.728 -1.151
C 3.492 -0.362 -1.433
C 3.429 0.728 -0.232
C 4.744 0.513 0.598
C 2.222 0.792 0.744
N 1.964 -0.304 1.663
C 0.895 0.932 -0.059
O 0.800 1.323 -1.239
N -0.295 0.600 0.622
C -1.523 0.616 -0.096
C -2.780 0.174 0.739
C -3.904 -0.536 -0.140
C -3.634 -1.952 -0.679
C -5.287 -0.586 0.538
C -1.883 2.042 -0.526
O -2.718 2.271 -1.414
O -1.290 3.121 0.021
H 3.557 -2.368 -1.755
H 1.876 -1.792 -1.317
H 3.224 -2.085 -0.148
H 4.530 -0.401 -1.759
H 2.947 0.031 -2.248
H 3.356 1.720 -0.664
H 5.622 0.747 -0.065
H 4.944 1.144 1.465
H 4.837 -0.522 0.828
H 2.518 1.659 1.265
H 2.705 -0.413 2.318
H 1.946 -1.198 1.172
H -0.164 0.428 1.632
H -1.426 0.103 -1.076
H -3.141 1.062 1.316
H -2.438 -0.406 1.602
H -3.900 0.259 -0.971
H -2.713 -1.897 -1.206
H -4.395 -2.148 -1.430
H -3.609 -2.690 0.073
H -6.120 -0.677 -0.088
H -5.247 -1.476 1.178
H -5.299 0.387 1.148
H -0.772 2.889 0.776
*
```

Calculated values
energy	-806.85316	Eh
energy relative to the best compared isomer or geometry (same formula, charge and spin)	204.13	kJ/mol
HOMO-LUMO gap	9.94	eV



[4]
Entry from OMol25: a cluster of 13 separate species, C4H36NO15 in total at a distorted geometry (ωB97M-V with the def2-TZVPD basis set).

Structure (ORCA input):
```
! wB97M-V def2-TZVPD RIJCOSX def2/J DEFGRID3
* xyz 1 1
O -2.357 0.352 -1.997
C -1.741 -0.057 -0.851
C -0.215 0.401 -1.069
C 0.497 0.962 0.140
C 1.767 1.740 -0.234
O 0.749 -0.147 0.905
N 0.397 -0.968 -1.472
H -1.891 -1.026 -0.745
H -0.218 1.201 -1.875
H -0.219 1.706 0.596
H 2.211 1.218 -1.147
H 1.561 2.795 -0.295
H 2.526 1.515 0.563
H 1.272 -0.064 1.727
H 0.059 -1.465 -2.230
H 0.591 -1.611 -0.748
H 1.377 -0.854 -1.923
H 4.815 0.809 -0.466
H 5.472 -0.683 -0.222
O 4.658 -0.196 -0.408
H 3.294 0.467 3.322
H 3.174 -1.090 2.732
O 2.944 -0.114 2.564
H -1.414 2.260 3.506
H -0.839 1.427 2.540
O -1.125 2.380 2.585
H 3.430 -1.783 -2.951
H 3.364 -0.781 -1.856
O 2.986 -0.948 -2.771
H -2.045 1.602 0.041
H -3.337 2.940 -0.879
O -2.270 0.640 0.283
H -0.960 -0.450 1.955
H -2.337 -0.423 2.780
O -1.419 -0.334 2.795
H -0.262 -2.695 1.688
H -1.661 -3.114 1.269
O -0.833 -2.812 0.920
H 2.591 -2.328 1.419
H 2.192 -3.684 2.261
O 2.788 -2.958 2.133
H -0.237 -1.459 3.662
H 0.106 -2.784 4.361
O 0.244 -2.301 3.573
H 1.301 0.382 -4.518
H -0.212 0.550 -4.186
O 0.670 0.402 -3.719
H -2.561 2.948 1.721
H -2.431 4.333 0.779
O -2.877 3.399 0.954
H -1.986 -0.880 -3.088
H -2.238 -1.447 -4.523
O -1.823 -1.704 -3.623
H -4.704 2.598 -1.324
H -3.143 0.976 -1.891
O -3.744 2.767 -1.651
*
```

Calculated values
energy	-1357.08342	Eh
energy relative to the best compared isomer or geometry (same formula, charge and spin)	266.39	kJ/mol
HOMO-LUMO gap	10.95	eV



[5]
Entry from OMol25: the molecule C4H9NO at a distorted geometry (ωB97M-V with the def2-TZVPD basis set).

Structure (ORCA input):
```
! wB97M-V def2-TZVPD RIJCOSX def2/J DEFGRID3
* xyz 0 1
C 0.660 1.741 1.146
C 0.493 0.335 0.599
N -0.440 0.562 -0.580
C -0.810 -0.655 -1.276
C -0.272 -1.996 -0.814
O -1.507 -0.498 -2.264
H 1.522 1.756 2.092
H 0.814 2.555 0.648
H -0.383 2.272 1.593
H 1.540 -0.001 0.189
H 0.081 -0.240 1.401
H -1.215 1.124 -0.479
H 0.744 -2.089 -0.680
H -0.459 -2.701 -1.491
H -0.768 -2.164 -0.084
*
```

Calculated values
energy	-287.69533	Eh
energy relative to the best compared isomer or geometry (same formula, charge and spin)	360.02	kJ/mol
HOMO-LUMO gap	10.52	eV



[6]
Entry from OMol25: the molecule C3HN3O at a distorted geometry (ωB97M-V with the def2-TZVPD basis set).

Structure (ORCA input):
```
! wB97M-V def2-TZVPD RIJCOSX def2/J DEFGRID3
* xyz 0 1
N -0.445 -1.168 2.335
C -0.445 -0.561 1.349
C -0.239 0.104 0.116
C 0.280 -0.599 -1.063
O 0.752 -0.039 -2.024
N 0.001 2.538 0.113
N -0.116 1.424 0.139
H 0.211 -1.699 -0.964
*
```

Calculated values
energy	-354.35413	Eh
energy relative to the best compared isomer or geometry (same formula, charge and spin)	33.82	kJ/mol
HOMO-LUMO gap	9.40	eV



[7]
Entry from OMol25: a structure of composition O6V3 at a distorted geometry (ωB97M-V with the def2-TZVPD basis set).

Structure (ORCA input):
```
! wB97M-V def2-TZVPD RIJCOSX def2/J DEFGRID3
* xyz 4 2
O 3.116 0.967 0.041
V 2.667 -0.098 -0.909
O 3.895 -1.006 -1.613
O -3.367 -2.463 -0.682
V -2.701 -1.280 -0.315
O -1.951 -1.382 1.030
O -1.823 1.439 0.259
V -0.642 2.246 1.138
O 0.805 1.576 1.052
*
```

Calculated values
energy	-3281.05579	Eh
<S²>	1.08
HOMO-LUMO gap (alpha / beta)	4.81 / 3.15	eV



[8]
Entry from OMol25: a cluster of 2 separate species, C6H15N2 in total at a distorted geometry (ωB97M-V with the def2-TZVPD basis set).

Structure (ORCA input):
```
! wB97M-V def2-TZVPD RIJCOSX def2/J DEFGRID3
* xyz 1 1
C -2.100 0.428 -0.746
C 1.988 1.347 1.756
C -0.005 0.190 2.473
C 0.915 -1.695 -1.222
C 0.588 1.332 2.144
C -0.264 -0.813 -1.538
N -0.886 -0.319 -0.504
N -0.827 -0.794 -2.679
H -2.855 -0.183 -1.097
H -2.366 1.144 0.108
H 2.222 1.959 0.735
H -1.884 1.126 -1.505
H 2.630 1.826 2.416
H -0.523 -0.096 0.340
H 0.532 -0.704 2.682
H -1.107 0.220 2.731
H 0.640 -2.720 -1.336
H 1.386 -1.484 -0.256
H 1.794 -1.619 -1.934
H -0.055 2.174 2.174
H -0.417 -1.255 -3.425
H -1.750 -0.279 -2.926
H 2.344 0.216 1.610
*
```

Calculated values
energy	-346.83128	Eh
energy relative to the best compared isomer or geometry (same formula, charge and spin)	213.41	kJ/mol
HOMO-LUMO gap	10.14	eV



> What is the formula in the seventh record?

O6V3